[1]
{
  "formula": "C31H16F15GeN5O2RuS3",
  "method": "the ωB97M-V functional and the def2-TZVPD basis",
  "spin_multiplicity": 2,
  "s_squared": 0.785,
  "total_charge": 1,
  "lumo_energy_ev": [-5.1, -4.7],
  "symbols": ["C", "Ru", "C", "C", "C", "H", "F", "H", "H", "F", "C", "C", "C", "H", "H", "C", "C", "Ge", "F", "H", "N", "H", "F", "F", "C", "F", "H", "F", "H", "C", "O", "H", "N", "C", "S", "C", "C", "F", "F", "C", "N", "F", "H", "C", "H", "H", "F", "C", "C", "C", "N", "C", "F", "H", "C", "C", "H", "C", "S", "C", "H", "C", "C", "N", "S", "F", "F", "C", "C", "F", "C", "C", "C", "O"],
  "coordinates": [[2.60, -0.09, 2.70], [0.36, 1.39, -1.45], [-0.50, 2.90, 1.34], [-3.62, -4.06, 1.84], [2.64, -4.25, -0.80], [2.33, -0.11, -2.58], [3.21, -3.76, 0.31], [-0.70, 5.14, 5.06], [-3.29, 1.52, 2.69], [4.56, -5.57, -1.14], [1.51, -1.72, 1.29], [0.91, -4.27, -2.40], [-0.03, 3.59, 2.45], [-4.46, 4.90, -2.76], [2.55, 3.25, -5.48], [-1.92, 2.83, 3.72], [-2.94, -3.01, 2.43], [0.38, -2.32, -0.25], [-1.49, -4.70, -0.98], [-0.30, 3.58, 5.76], [2.48, 0.86, -2.35], [2.03, 4.60, -4.52], [-3.39, -2.47, 3.56], [1.11, -5.60, -4.34], [1.39, -3.79, -1.19], [-0.23, -3.77, -2.88], [3.27, 0.97, -1.72], [2.37, -3.21, 4.49], [-4.18, 2.90, -1.27], [-2.49, 4.70, -3.60], [-0.74, 0.11, 0.29], [0.04, 2.95, 0.40], [2.25, 3.62, -4.59], [3.36, -5.17, -1.54], [0.45, -0.97, -2.06], [-1.34, 3.95, -3.58], [-1.77, -2.54, 1.86], [1.12, -3.85, 2.17], [-4.73, -4.53, 2.39], [-3.40, 3.24, -1.93], [2.67, 1.62, -3.52], [-1.12, -1.59, 2.55], [-0.50, 4.18, -4.21], [-1.26, -3.05, 0.67], [2.90, 1.17, -4.38], [-2.47, 2.81, 4.65], [3.30, -0.68, 4.86], [1.60, -5.19, -3.17], [2.26, -2.31, 3.53], [-0.16, 4.20, 4.88], [-1.85, 1.43, -1.26], [2.02, -0.46, 1.50], [3.52, -6.51, -3.46], [0.89, 4.15, 2.37], [-1.96, -4.12, 0.12], [2.83, -5.65, -2.73], [0.89, 4.42, 4.77], [1.64, -2.63, 2.33], [1.77, 3.52, -1.98], [-2.39, 2.13, 2.63], [-2.57, 5.55, -4.26], [-3.54, 4.33, -2.76], [-0.71, 3.53, 3.66], [-1.18, 2.89, -2.78], [-1.99, 0.89, 0.23], [-3.75, -5.64, 0.10], [3.02, 1.17, 2.88], [2.74, -1.02, 3.71], [-2.19, 2.54, -1.97], [1.97, 0.48, 0.52], [-1.67, 2.16, 1.45], [-3.12, -4.62, 0.68], [2.23, 2.88, -3.48], [-3.19, 0.17, 0.51]],
  "lowdin_charge": [-0.1324, 0.9637, -0.0767, -0.1229, -0.2098, -0.0265, 0.0979, 0.0935, 0.1208, 0.1372, -0.1325, -0.2642, -0.0151, 0.1207, 0.1291, -0.0119, -0.1341, 0.8665, 0.1029, 0.0875, -0.1358, 0.1116, 0.1345, 0.1386, -0.1430, 0.0478, 0.1125, 0.1494, 0.1251, -0.0473, -0.5007, 0.0485, 0.1401, -0.1380, 0.4471, -0.1387, -0.2312, 0.1095, 0.1582, 0.0181, -0.0411, 0.1014, 0.0921, -0.0942, 0.1701, 0.1259, 0.1532, -0.1356, -0.1270, -0.0343, -0.1767, -0.2030, 0.1532, 0.1229, -0.2092, -0.1275, 0.0813, -0.2445, 0.6800, -0.0352, 0.1114, -0.0354, -0.2486, 0.0346, 0.6237, 0.1420, 0.1246, -0.1208, -0.4027, -0.0038, -0.2711, -0.1320, -0.8356, -0.2381]
}

[2]
{
  "formula": "C4H10N2O3",
  "method": "the ωB97M-V functional and the def2-TZVPD basis",
  "spin_multiplicity": 1,
  "total_charge": 0,
  "lumo_energy_ev": 0.8,
  "symbols": ["H", "C", "N", "C", "H", "H", "O", "H", "C", "H", "O", "H", "O", "H", "N", "C", "H", "H", "H"],
  "coordinates": [[3.05, 0.83, 1.12], [-1.66, -0.37, 0.34], [0.00, -2.11, 0.23], [1.68, 1.11, -0.48], [1.45, 0.08, 1.38], [0.38, -0.85, -1.77], [0.60, 1.87, -0.74], [-1.84, -0.50, 1.41], [1.97, 0.95, 0.98], [0.18, -2.85, -0.45], [-0.59, -0.93, -1.65], [-3.36, 0.66, 0.09], [2.31, 0.56, -1.37], [1.68, 1.85, 1.53], [-2.38, 0.67, -0.20], [-0.78, -1.13, -0.31], [-2.32, 0.63, -1.23], [-0.38, -2.48, 1.09], [0.02, 2.03, 0.03]],
  "lowdin_charge": [0.0930, -0.2071, 0.1024, -0.5661, 0.0793, 0.0987, 0.0857, 0.1114, 0.0036, 0.1048, 0.0381, 0.0808, 0.0755, 0.0856, 0.0201, -0.5114, 0.0904, 0.1011, 0.1141]
}

[3]
{
  "formula": "C2H9N2O",
  "method": "the ωB97M-V functional and the def2-TZVPD basis",
  "spin_multiplicity": 1,
  "total_charge": 1,
  "lumo_energy_ev": -3.6,
  "symbols": ["O", "C", "H", "H", "N", "H", "C", "N", "H", "H", "H", "H", "H", "H"],
  "coordinates": [[-1.23, 0.52, 2.11], [1.92, 0.83, -0.50], [0.46, -0.03, 0.73], [2.32, 0.65, -1.50], [-1.13, -1.20, -0.83], [-1.93, -1.27, -1.41], [-0.08, -0.45, -1.14], [0.75, -0.01, -0.25], [0.25, -0.43, -2.18], [-1.29, -1.30, 0.16], [2.70, 0.43, 0.14], [1.77, 1.89, -0.34], [-1.28, 1.49, 2.20], [-1.35, 0.21, 3.01]],
  "lowdin_charge": [-0.0561, -0.0163, 0.1288, 0.1003, 0.1933, 0.1312, -0.1257, 0.0243, 0.1696, 0.1163, 0.1033, 0.0998, 0.0740, 0.0572]
}

[4]
{
  "formula": "C24H33F7O24",
  "method": "the ωB97M-V functional and the def2-TZVPD basis",
  "spin_multiplicity": 1,
  "total_charge": 0,
  "lumo_energy_ev": -0.2,
  "symbols": ["F", "F", "H", "C", "C", "O", "F", "O", "C", "O", "O", "H", "H", "O", "C", "C", "O", "H", "H", "F", "H", "O", "C", "O", "F", "O", "H", "C", "C", "H", "O", "H", "O", "H", "O", "C", "H", "O", "H", "O", "O", "H", "H", "O", "C", "H", "O", "O", "C", "O", "C", "H", "H", "H", "H", "C", "C", "C", "H", "H", "H", "C", "H", "O", "C", "H", "C", "H", "H", "O", "H", "C", "O", "O", "H", "F", "C", "C", "H", "H", "C", "O", "H", "C", "H", "H", "C", "F"],
  "coordinates": [[0.05, 1.60, 7.06], [0.81, -7.51, 4.67], [-5.62, -4.91, -3.42], [-2.54, 2.95, 6.26], [1.01, -5.32, 4.06], [-6.80, -3.93, -0.59], [-8.09, 2.02, 0.93], [4.97, 0.91, -5.96], [5.07, 6.64, 4.15], [5.90, 6.93, 4.93], [6.43, -0.86, -6.01], [-6.27, 1.75, 1.38], [0.51, 6.95, -2.35], [-6.61, 2.21, -0.63], [0.50, -5.46, 6.30], [-5.88, -4.19, -2.65], [-4.97, -4.33, -1.64], [6.62, -2.11, 1.26], [-7.36, -5.45, -1.89], [-5.78, -2.93, -3.11], [-1.46, 0.18, 5.08], [-4.95, -3.88, 0.56], [-0.44, 0.63, -1.37], [-0.74, -6.60, -8.49], [7.41, -1.81, -4.32], [-2.36, 2.10, 5.26], [2.25, 6.60, 3.91], [-0.47, 7.24, -2.74], [0.34, -4.36, -6.02], [8.51, 0.24, -3.92], [1.37, -4.91, 5.38], [1.72, -5.86, 3.44], [-1.98, 2.44, 7.41], [2.25, -5.31, -5.62], [4.07, 7.41, 3.82], [-7.22, -4.37, -1.83], [-2.27, 6.95, -2.17], [5.78, -1.90, 1.67], [3.38, 4.63, 2.56], [-0.47, -6.11, 5.75], [1.01, -6.41, -6.99], [0.94, -3.66, -6.60], [-0.67, 8.29, -2.50], [-7.20, 3.32, -2.46], [-7.05, 3.22, -1.28], [-0.52, 7.06, -3.81], [-2.86, 4.08, 6.06], [4.95, 5.52, 3.38], [3.87, 5.60, 2.55], [-1.46, 6.43, -2.16], [-0.06, -5.98, -7.63], [-8.04, -3.74, -2.19], [-5.70, 4.38, 0.79], [-0.75, -6.82, 3.86], [-0.24, 1.19, -2.29], [1.21, -5.63, -5.77], [6.02, 0.39, -5.70], [-6.68, 3.91, 0.80], [-7.23, 4.20, 1.70], [-0.84, 2.39, -0.65], [8.44, -1.57, -6.02], [0.03, -6.42, 4.51], [9.03, 0.50, -5.72], [-7.40, 4.19, -0.41], [-1.25, 1.26, 7.16], [6.26, 0.15, 2.15], [5.46, -0.53, 1.86], [0.43, 0.00, -1.14], [-2.83, 0.21, 5.97], [0.60, -5.28, 7.50], [-0.18, -3.97, -5.14], [7.68, -1.12, -5.39], [7.10, 1.04, -5.17], [-0.57, -4.88, -6.96], [5.03, -0.01, 1.00], [4.37, 5.85, 1.28], [8.27, 0.24, -4.98], [3.02, 6.79, 3.16], [-1.30, -0.03, -1.49], [4.74, -0.34, 2.66], [-5.56, -4.05, -0.46], [-0.49, 1.56, -0.30], [-1.35, 0.51, 7.93], [-1.96, 0.84, 5.79], [2.84, 7.47, 2.33], [0.47, -4.48, 3.63], [-6.86, 2.39, 0.73], [0.64, -6.29, -4.68]],
  "lowdin_charge": [0.0796, 0.0693, 0.1702, -0.5432, -0.0313, 0.1315, 0.1315, 0.1715, -0.5656, 0.1979, 0.1406, 0.1751, 0.0780, 0.1656, -0.5606, -0.3070, 0.1413, 0.0760, 0.1416, 0.0839, 0.1348, 0.1657, -0.1602, 0.1003, 0.1190, 0.0757, 0.1475, -0.1783, -0.0541, 0.1441, 0.0644, 0.1453, 0.1089, 0.1634, 0.0639, -0.0415, 0.0729, -0.1084, 0.1633, 0.1921, 0.1360, 0.1369, 0.0785, 0.1696, -0.6141, 0.0763, 0.1750, 0.1289, -0.2969, -0.1271, -0.4873, 0.1495, 0.1451, 0.1743, 0.0783, -0.2115, -0.5258, -0.0309, 0.1388, 0.0670, 0.1652, -0.3362, 0.1376, 0.0680, -0.2873, 0.0710, -0.1812, 0.0738, 0.1281, 0.1421, 0.1451, -0.3596, 0.0438, 0.0310, 0.0676, 0.0475, -0.0364, -0.0290, 0.0714, 0.0750, -0.6353, -0.1303, 0.1644, -0.0361, 0.1425, 0.1405, -0.3487, 0.0402]
}

[5]
{
  "formula": "C16H48N2O9",
  "method": "the ωB97M-V functional and the def2-TZVPD basis",
  "spin_multiplicity": 2,
  "s_squared": 0.750,
  "total_charge": -1,
  "lumo_energy_ev": [2.9, 2.9],
  "symbols": ["C", "N", "H", "C", "C", "C", "C", "H", "H", "H", "C", "H", "H", "H", "H", "H", "H", "C", "H", "O", "H", "C", "H", "H", "H", "H", "O", "O", "H", "C", "H", "O", "O", "H", "H", "H", "O", "H", "C", "H", "H", "H", "H", "H", "H", "H", "H", "H", "H", "H", "H", "H", "H", "H", "H", "O", "O", "N", "H", "H", "C", "C", "H", "H", "C", "C", "H", "C", "C", "H", "H", "H", "H", "O", "H"],
  "coordinates": [[-3.32, -3.40, 0.04], [0.23, -0.02, -0.29], [1.85, -2.34, 0.63], [-2.66, -3.32, -1.32], [0.90, 4.21, 0.57], [-2.38, -0.15, 2.60], [-2.44, -4.22, 1.02], [2.56, -3.09, 3.36], [4.19, -1.38, 3.25], [1.55, -1.14, -4.98], [2.17, -0.94, -4.11], [0.99, 0.86, -4.07], [-2.92, -1.55, 0.67], [-2.31, -0.04, 1.52], [-1.98, -2.73, -3.97], [-1.04, -2.30, -5.25], [-2.15, -4.26, -1.47], [2.82, 1.37, -4.97], [-1.73, 1.87, -2.33], [1.08, -0.91, -0.54], [-2.22, 1.29, 4.31], [2.02, 0.56, -3.89], [1.78, 0.43, -1.99], [0.05, 3.66, 0.97], [2.72, 0.96, -5.97], [2.95, 3.49, 3.35], [0.43, 0.99, 0.37], [-0.67, 1.63, 3.16], [-4.23, -3.99, -0.01], [-2.06, 1.22, 3.24], [2.33, 2.34, -5.03], [-3.64, -2.19, 0.60], [1.96, -2.99, 1.32], [-3.43, -0.41, 2.74], [3.15, -1.34, -4.37], [-0.91, -1.17, -2.58], [2.26, 1.00, -2.60], [-0.46, 1.51, 2.23], [2.32, -2.40, 2.56], [2.92, 4.74, 1.11], [-1.50, 3.12, -1.43], [1.91, 5.05, 3.18], [4.24, -2.00, 1.66], [-1.94, -5.13, 0.68], [1.71, 2.23, 0.94], [0.27, -2.21, 3.30], [-2.34, 3.33, 2.82], [3.87, 1.47, -4.69], [1.23, 3.32, 3.14], [-3.82, 2.50, 3.13], [3.33, -0.52, 1.92], [-1.67, -3.56, 1.43], [-1.82, -1.01, 2.96], [-3.06, -4.50, 1.87], [1.87, -1.59, -3.29], [-0.89, -0.15, -0.72], [2.53, 2.68, 1.15], [-1.87, 2.18, -1.38], [0.54, 5.24, 0.66], [-0.17, -2.91, -3.88], [-2.88, 2.41, 2.60], [2.06, 3.99, 2.97], [-1.43, 1.55, -0.71], [1.14, 4.00, -0.48], [1.14, -1.60, 3.06], [2.15, 4.03, 1.42], [-1.89, -2.56, -1.41], [3.58, -1.49, 2.36], [-1.01, -2.27, -4.16], [0.76, -0.87, 2.35], [-2.86, 2.25, -1.21], [-3.38, -3.19, -2.12], [1.36, -1.09, 3.99], [-0.83, -1.00, -3.52], [-3.01, 2.45, 1.52]],
  "lowdin_charge": [-0.5089, -0.5570, 0.0396, -0.0515, -0.0844, -0.0444, -0.0496, 0.1267, 0.0656, 0.0709, -0.0640, 0.1069, 0.0461, 0.0494, 0.0554, 0.0720, 0.0797, -0.0470, 0.0354, -0.0016, 0.1267, -0.5106, 0.0407, 0.0529, 0.0668, 0.0777, -0.0294, -0.0849, 0.1313, -0.4122, 0.0637, -0.0446, -0.0629, 0.0842, 0.0722, 0.0149, -0.0347, 0.0298, -0.4648, 0.1244, 0.0018, 0.0707, 0.0692, 0.0726, 0.0153, 0.0658, 0.0641, 0.0725, 0.0590, 0.0632, 0.0750, 0.0696, 0.0720, 0.0694, 0.0654, -0.0685, -0.0911, 0.1783, 0.0638, 0.0763, -0.0763, -0.0446, 0.0226, 0.0763, -0.0761, -0.4691, 0.0582, -0.0431, -0.1608, 0.0579, -0.0109, 0.0772, 0.0846, -0.1633, 0.0229]
}

[6]
{
  "formula": "C4H3F3",
  "method": "the ωB97M-V functional and the def2-TZVPD basis",
  "spin_multiplicity": 1,
  "total_charge": 0,
  "lumo_energy_ev": 0.8,
  "symbols": ["F", "F", "H", "F", "C", "H", "C", "C", "C", "H"],
  "coordinates": [[-0.81, 1.30, -1.02], [2.68, 1.25, -0.36], [0.53, -0.16, -0.73], [-0.78, -0.57, 2.24], [-1.15, -1.58, 1.47], [-2.04, -3.10, 0.12], [-1.48, -2.30, 0.60], [0.42, 0.82, -0.75], [1.41, 1.66, -0.66], [1.22, 2.68, -0.90]],
  "lowdin_charge": [0.0267, 0.0054, 0.0719, 0.0867, -0.2133, 0.0493, 0.0863, -0.1326, -0.0972, 0.1167]
}

Going through the records in order, we get electronic energy values of -6479.15935; -493.63954; -266.12518; -3439.02103; -1424.87085; -453.64401 hartree.
Going through the records in order, we get ΔE to the lowest compared entry with this formula, charge and spin values of 337.0; 119.7; 69.6; 399.5; 66.0; 320.8 kJ/mol.
Going through the records in order, we get molecular weight values of 1045.4; 134.1; 77.1; 838.5; 412.6; 108.1 g mol⁻¹.